A single C22H20O11 molecule, computed with wB97M-V/def2-TZVPD.

```
! RIJCOSX wB97M-V def2-TZVPD def2/J DEFGRID3
* xyz 0 1
C -0.470 -1.919 -1.070
O 0.249 -0.743 -1.400
C -0.090 0.454 -0.830
C 0.951 1.391 -0.749
O 2.187 0.982 -1.227
C 3.248 1.035 -0.304
O 2.987 0.278 0.838
C 2.798 -1.109 0.550
C 2.317 -1.768 1.857
O 1.162 -2.052 2.016
O 3.251 -1.990 2.759
C 4.119 -1.682 0.012
O 5.159 -1.515 0.953
C 4.444 -0.961 -1.320
O 3.548 -1.285 -2.339
C 4.503 0.563 -1.066
O 5.619 0.923 -0.279
C 0.758 2.664 -0.249
C -0.494 3.055 0.208
O -0.663 4.287 0.680
C -1.560 2.130 0.153
C -2.886 2.521 0.629
O -3.123 3.646 1.083
C -3.890 1.492 0.527
C -3.596 0.272 0.021
C -4.572 -0.821 -0.083
C -4.160 -2.143 0.079
C -5.076 -3.174 -0.007
C -6.410 -2.901 -0.262
C -6.826 -1.590 -0.430
C -5.916 -0.554 -0.340
O -2.373 -0.059 -0.425
C -1.354 0.840 -0.365
H -0.547 -2.041 0.013
H 0.122 -2.736 -1.483
H -1.460 -1.926 -1.529
H 3.420 2.051 0.077
H 2.009 -1.238 -0.198
H 4.148 -1.800 2.395
H 4.020 -2.757 -0.170
H 5.386 -0.568 0.974
H 5.430 -1.306 -1.661
H 2.715 -0.804 -2.210
H 4.511 1.082 -2.033
H 6.425 0.795 -0.792
H 1.568 3.373 -0.207
H -1.618 4.371 0.957
H -4.877 1.716 0.892
H -3.124 -2.355 0.295
H -4.748 -4.193 0.128
H -7.124 -3.707 -0.330
H -7.864 -1.374 -0.634
H -6.240 0.464 -0.492
*
```

structure (SMILES): COc1c(O[C@H]2O[C@H](C(=O)O)[C@H](O)[C@@H](O)[C@@H]2O)cc(O)c2c(=O)cc(-c3ccccc3)oc12
gap between HOMO and LUMO: 8.00 eV

Here are the natural (NBO) charges for atoms 1 to 2, given in e: number 1, C, carries -0.26; number 2, O, carries -0.52